# C28H80O33P8

C28H80O33P8 as an isolated structure (ωB97M-V with the def2-TZVPD basis set, OMol25).

As for the gap between HOMO and LUMO: 8.689 eV. The calculation puts the total energy at -6328.90285 Ha. Its multiplicity is 1. Its energy above the lowest of the compared OMol25 structures with the same formula, charge and spin is 116.9 kcal/mol. The value obtained for the LUMO energy is 0.30 eV. The charge is 0. The value obtained for the strongest force on any atom is 0.1867 Eh/bohr.

Geometry as XYZ:
```
149
C28H80O33P8 | OMol25 | ωB97M-V with the def2-TZVPD basis set
P 5.00673 -0.72845 -2.45521
P -3.80816 2.58262 -4.07424
P 3.57405 2.01935 2.54176
P -0.35208 -3.15786 2.76923
P -0.45713 1.65429 7.46308
P -4.36796 -0.57599 5.09061
P -1.53714 -2.28784 -3.42413
P 0.70328 0.14333 -7.52461
O -1.47592 0.59939 8.10705
O 3.48285 3.07778 3.69936
O -3.93962 -1.38408 3.79118
O -1.15876 -3.69636 -3.66973
O 5.77504 -1.09780 -3.83253
O 1.12296 0.46264 -6.00572
O 1.04258 -0.44696 -0.33413
O 0.80644 -3.51401 1.73243
O 0.39640 -2.67930 4.08097
O -4.16288 3.30132 -5.29426
O -1.32138 -2.16652 2.29135
O -0.43714 0.89125 -8.06704
O -1.22890 3.03688 7.61411
O 3.94310 -1.67933 -2.13952
O -2.21431 2.65288 -3.73517
O 2.60492 0.91915 2.66802
O -2.46037 -1.69224 -4.59023
O -2.35081 -1.97374 -2.08515
O -0.27311 -1.33114 -3.33997
O -0.45640 1.32364 5.90997
O -0.93409 -4.58445 3.26331
O 5.13985 1.57123 2.53912
O 6.11196 -0.51690 -1.32980
O -4.08920 1.01974 -3.84018
O -3.23882 -0.27212 5.99280
O -4.32431 3.26514 -2.69739
O 0.87743 1.70781 8.07940
O 0.60752 -1.47084 -7.47370
O -5.17847 0.69810 4.59902
O 3.40649 2.89561 1.23723
O 4.49567 0.80111 -2.69587
O 2.04031 0.39968 -8.37373
O -5.48900 -1.54074 5.68549
C 0.28993 -0.22145 0.86701
C -0.59431 1.14729 -0.74673
C -2.64145 -1.10531 3.22739
C 1.02686 -1.86569 -2.98166
C 0.48743 0.34498 -1.44078
C 5.43660 0.56202 1.61782
C -1.81326 -5.33046 2.38967
C 6.91897 -1.64206 -0.95946
C -0.18462 1.22260 0.70511
C -0.31766 -2.76670 5.33264
C 1.68930 -2.25555 -6.94165
C 0.22955 1.15466 -5.11875
C -5.60427 3.84102 -2.42443
C -1.56019 3.85955 -3.94690
C -5.41245 0.47961 -3.97354
C -4.47167 1.81607 4.13101
C -1.57887 0.68363 9.51824
C 6.94499 -0.57370 -4.42344
C -5.27876 -2.95668 5.61153
C 0.29122 0.27429 5.34139
C 1.65873 -2.45183 1.23866
C -2.42819 3.31103 6.89716
C 3.56419 1.07263 -3.71850
C -2.95917 -0.36132 -4.68619
C 3.17286 2.33031 -0.07348
C 3.74513 2.77652 5.07196
C -1.65300 -2.00716 -0.83030
C 1.93655 0.01819 -9.77527
H 0.53351 2.18970 -4.98272
H -0.48513 -0.98743 1.00092
H -0.00372 0.28257 4.29074
H -2.78818 0.36906 -3.89561
H -2.76633 -0.90052 2.16320
H 2.86078 1.28887 -0.00081
H -0.58647 -3.80413 5.53005
H 3.87063 1.79633 -4.48004
H 2.41615 2.94534 -0.55650
H -2.31906 -6.04407 3.03491
H -5.47842 -0.08523 -4.90087
H -3.22800 2.62901 7.19230
H -0.70666 0.23365 9.99395
H 6.42355 -2.05393 -0.07783
H -2.39109 -1.62821 -0.13258
H 2.24914 -2.83760 0.40887
H -0.47572 3.74215 -3.99612
H -0.68060 -1.51529 -0.75939
H -1.55428 0.67092 -0.94699
H 0.73673 1.76046 0.91557
H -4.22606 -3.21375 5.71286
H -6.17685 1.25319 -3.90004
H -2.85481 4.30787 6.79769
H 7.00423 -2.32506 -1.80279
H 0.03550 -0.73423 5.67321
H 0.19553 0.54253 -4.21818
H 0.27916 -2.42762 6.17352
H 4.58566 0.36286 0.95343
H -2.54831 -4.62893 1.99388
H -5.62975 4.92514 -2.33735
H 1.44317 -2.82889 -6.05164
H 1.01824 -2.93339 -3.19736
H -4.96818 2.73322 4.44199
H 2.42783 0.68564 -10.47819
H -2.47524 0.14678 9.82876
H 2.02945 -2.83905 -7.79537
H 2.52726 -1.61035 -6.66604
H 4.23143 1.80692 5.20519
H 4.09090 2.41530 -0.65372
H -1.95839 -1.93423 3.39330
H -2.21778 3.05953 5.85322
H -1.24609 -2.21163 5.19409
H 0.04863 -0.36800 -2.13788
H 2.76043 1.67075 -3.27806
H 0.91434 -0.37327 1.74734
H -4.04103 -0.53067 -4.65074
H -2.70774 -0.05107 -5.69909
H 6.93080 0.50863 -4.56003
H 7.88284 -0.73844 -3.88315
H 2.80993 2.63136 5.61307
H -0.79203 1.12339 -5.50080
H 2.62077 -0.83528 -9.70175
H -5.92218 3.45220 -1.45626
H 1.03428 -0.40216 -10.21375
H 2.37602 -2.19985 2.01935
H -6.32377 3.47978 -3.15878
H -1.07200 1.46324 1.28928
H 7.89676 -1.34765 -0.57975
H -5.68520 -0.22240 -3.18494
H -3.42059 1.93144 4.41412
H -5.80105 -3.51270 6.39002
H 1.30118 0.96408 -1.81452
H -1.37147 -3.04843 -0.64931
H -0.60199 2.08613 -1.31055
H 1.30996 -1.67620 -1.94913
H -1.69998 1.72565 9.82402
H 7.13776 -1.06641 -5.37445
H -1.75634 4.56315 -3.12985
H 6.22620 0.92287 0.95984
H -5.72005 -3.33336 4.68956
H -2.18642 -0.17610 3.57442
H 4.38654 3.58058 5.41897
H -1.31180 -5.83960 1.56923
H 1.73540 -1.39103 -3.65697
H 3.22894 0.14697 -4.18334
H 1.14079 -1.56284 0.88013
H -4.33887 1.80287 3.04404
H -1.87091 4.31883 -4.88993
H 5.57337 -0.42858 2.05605
H 1.33874 0.54589 5.47043
```